146
Properties=species:S:1:pos:R:3:forces:R:3 method="wB97M-V/def2-TZVPD" total_energy_ha=-3183.63568 homo_ev=-9.4781 lumo_ev=-3.108 total_charge=+1
Cd 11.437156 12.781476 17.351886 -0.5 0.1 -0.6
O 12.036389 14.927777 16.738181 0.5 0.0 -1.2
C 12.602231 14.937254 15.625995 -0.4 -0.2 1.6
O 13.370568 15.847986 15.132075 -0.4 -0.9 -0.2
B 14.213830 15.038322 14.094980 1.6 0.7 0.6
O 13.309522 13.972219 13.709540 -0.5 -1.4 -1.3
C 12.510502 13.686515 14.679917 0.1 2.3 0.6
O 11.783252 12.757031 14.907135 -0.2 -0.4 -0.4
O 15.262402 14.401242 14.949947 -1.0 -0.6 0.5
C 16.457902 14.721975 14.550503 -0.6 2.1 -2.2
O 17.500241 14.447700 15.015657 1.4 -0.8 0.9
C 16.249648 15.738203 13.293215 -3.2 -3.8 4.1
O 14.915442 15.770224 13.075004 -1.3 0.0 0.1
O 17.077914 16.344079 12.818883 3.6 3.0 -2.9
C 11.233553 21.100878 11.515382 1.0 0.7 0.0
C 11.151010 19.561531 11.711271 1.0 1.0 -0.8
C 10.644700 19.274766 13.093051 -1.3 0.9 -0.2
C 10.188108 17.853018 13.266735 1.3 -1.0 -0.5
C 9.181586 17.527043 12.173999 0.2 -0.3 1.5
C 9.661653 17.791982 10.781057 -1.5 -0.3 -1.3
N 10.124703 19.165228 10.726975 0.7 0.1 -0.1
O 10.743221 19.372919 9.463587 0.3 -0.1 -0.8
C 10.654560 16.734722 10.307653 0.3 1.3 -0.6
C 8.355631 17.701443 9.923657 1.1 0.1 -0.7
C 12.606090 18.946148 11.598306 -0.7 0.0 0.8
H 11.520166 21.522190 12.488994 0.0 0.2 -0.2
H 10.272681 21.558393 11.220798 0.2 -0.5 0.3
H 11.992380 21.475767 10.766806 -0.7 -0.8 0.7
H 11.451575 19.558806 13.753260 0.0 0.1 0.6
H 9.750415 19.944556 13.243590 0.8 -0.5 0.2
H 9.707016 17.813537 14.232703 0.0 -0.6 0.4
H 11.060158 17.130364 13.189196 -0.8 0.8 0.5
H 8.359222 18.173438 12.441840 -0.7 0.1 -0.4
H 8.849550 16.484550 12.235438 -0.1 0.1 0.1
H 11.410312 16.609331 11.033760 0.9 -0.4 0.9
H 10.192780 15.794647 10.114007 -0.5 -0.7 -0.2
H 11.173347 17.095232 9.415786 -0.2 -0.2 -0.1
H 8.112393 16.646558 9.892653 -0.4 -0.2 -0.1
H 7.569653 18.254523 10.419190 -0.2 0.2 -0.1
H 8.461513 18.055905 8.866274 0.1 -0.3 0.9
H 12.876770 18.868221 10.564258 0.5 0.3 -0.5
H 12.691446 17.930700 12.015094 -0.3 0.3 -0.1
H 13.320898 19.553043 12.206484 -0.5 -0.2 -0.8
H 10.224781 19.975603 8.910249 -0.3 -0.1 0.7
C 18.540782 22.151714 12.687699 -1.6 2.1 -0.6
C 17.713898 21.164235 11.823663 -0.2 0.2 2.3
C 16.396273 21.769590 11.339274 0.4 0.4 1.2
C 15.710223 20.850289 10.361107 -0.8 -0.1 0.4
C 16.589776 20.484460 9.222560 0.1 1.3 -1.6
C 17.891167 19.881807 9.645448 -0.5 -1.0 2.1
N 18.448687 20.869324 10.625175 1.6 -1.1 -0.2
O 19.757832 20.395135 11.080425 -1.7 -0.9 0.3
C 17.656960 18.433222 10.228091 0.8 0.0 -0.6
C 18.783330 19.829971 8.454249 1.4 -0.9 0.0
C 17.413358 20.067250 12.899071 -0.1 -0.1 -1.0
H 18.820366 23.035027 12.051539 0.3 -0.8 0.6
H 19.377831 21.678107 13.179313 0.2 0.0 -0.1
H 17.857483 22.600811 13.478873 0.7 -0.7 -0.8
H 15.798081 22.097787 12.238232 0.3 -0.5 -1.0
H 16.705747 22.670130 10.815623 -0.3 0.4 -0.2
H 14.816191 21.348053 10.000254 -0.3 -0.1 -0.1
H 15.432613 19.875287 10.754866 -0.4 0.2 0.7
H 16.841963 21.392467 8.617992 -0.3 -0.5 0.3
H 16.067372 19.787580 8.564763 0.0 0.0 -0.1
H 17.390906 17.764659 9.389928 0.0 0.3 0.2
H 18.603704 18.048450 10.627307 -0.1 0.1 0.0
H 16.900970 18.281119 11.001373 0.1 0.4 -0.3
H 18.981308 20.849252 8.185172 0.0 0.6 -0.6
H 19.781519 19.373977 8.681705 -0.9 0.1 -0.2
H 18.279460 19.269922 7.653761 0.3 0.3 0.1
H 16.984140 20.577456 13.761631 -0.1 -0.1 0.0
H 18.290405 19.529616 13.233719 0.4 0.0 -0.1
H 16.721904 19.342158 12.503655 -0.4 -0.3 0.3
H 20.340369 20.895593 10.548337 1.1 0.9 -0.8
C 17.976378 15.775625 18.097086 0.2 -0.4 -0.7
C 19.073529 14.694763 18.066774 -0.2 0.9 1.7
C 19.056350 13.957214 19.430227 -0.3 0.3 0.5
C 17.785461 13.187384 19.597640 3.1 1.3 -0.2
N 16.821381 12.606805 19.711428 -2.1 -1.2 0.1
H 16.995814 15.294092 18.323244 0.5 0.6 -0.4
H 18.001687 16.292103 17.125466 -0.5 -0.3 0.2
H 18.202442 16.545101 18.830603 -0.1 -0.1 0.3
H 20.051989 15.195351 18.027553 -0.2 -0.4 -0.5
H 18.884574 14.022293 17.251084 0.3 -0.3 -0.4
H 19.051412 14.727098 20.247622 0.1 -0.7 -0.6
H 19.955371 13.329967 19.595115 -0.7 0.1 -0.1
C 19.036427 14.129724 8.822332 -0.9 1.1 0.9
C 20.043515 15.044604 8.169175 0.1 0.3 -1.2
C 21.324839 15.207332 8.961527 0.2 -0.1 1.7
C 21.260518 16.226720 10.035968 0.0 -1.2 -1.7
N 21.200776 17.084591 10.777927 -0.1 1.1 1.2
H 18.487168 14.674485 9.660209 0.4 -0.7 -1.2
H 19.559582 13.326355 9.307393 0.1 -0.7 0.1
H 18.370365 13.737777 8.040699 -0.1 0.1 0.6
H 19.578543 16.034252 7.911219 0.6 -0.9 0.2
H 20.373158 14.549114 7.230720 -0.3 0.5 0.3
H 22.180631 15.441696 8.360691 0.4 0.4 -0.5
H 21.610047 14.267460 9.472426 -0.3 0.2 -0.3
C 7.000552 11.040314 14.190443 -0.8 1.1 1.6
C 6.282185 11.216774 15.556885 -0.6 -0.5 0.5
C 7.024294 10.679253 16.847406 -1.8 -0.4 -1.4
C 8.274551 11.292234 16.911521 3.5 1.8 0.3
N 9.293407 11.847815 16.880967 -0.9 -0.8 0.3
H 6.320495 11.544089 13.469985 0.9 -0.3 0.2
H 7.070616 9.989568 13.951198 0.4 -0.2 -0.2
H 7.962910 11.554934 14.351336 -0.2 -0.4 -1.0
H 5.328300 10.654175 15.528440 0.3 0.6 0.1
H 6.102064 12.286716 15.760783 -0.2 -0.5 -0.3
H 7.146086 9.618535 16.799682 0.3 -0.9 -0.3
H 6.448143 10.815464 17.747952 -0.2 0.5 0.3
C 14.884375 8.621499 15.807125 1.5 0.3 -1.3
C 15.882573 9.386193 16.661682 0.2 0.6 1.3
C 15.836676 10.932947 16.326355 0.7 -0.3 -0.2
C 14.539347 11.524965 16.529269 -2.8 0.7 1.5
N 13.474755 11.934025 16.778813 2.2 -0.9 0.0
H 14.290373 9.324815 15.271522 -0.5 0.7 -0.7
H 14.150904 8.097505 16.357712 -0.3 -1.2 0.7
H 15.412368 8.051239 15.016550 -0.6 -0.2 0.7
H 16.940550 9.055370 16.652802 -0.6 0.2 -0.8
H 15.657614 9.184601 17.727854 -0.2 0.7 -0.4
H 16.009047 11.130800 15.251768 0.4 -0.3 0.3
H 16.551902 11.541969 16.910522 -0.2 -0.3 -0.2
C 15.207474 18.980201 16.231213 0.5 0.9 0.5
C 14.475225 20.217521 16.807755 -0.1 -1.1 1.2
C 12.911118 20.004132 16.921920 1.8 1.8 -0.3
C 12.578137 19.162659 18.013699 -1.2 -2.6 2.8
N 12.283274 18.463765 18.904855 0.8 1.5 -1.9
H 16.267024 19.195520 15.943488 -1.0 0.0 0.0
H 14.625924 18.565727 15.438305 -0.1 0.0 -1.2
H 15.255364 18.147617 16.903635 0.0 -0.3 1.0
H 14.692184 21.080013 16.240428 -0.1 0.9 -1.2
H 14.884010 20.518384 17.790259 -0.3 -0.5 -0.2
H 12.541973 19.641331 15.995223 -0.4 -0.7 -0.8
H 12.391338 20.956729 17.060826 0.2 0.1 0.1
C 13.146812 13.747896 22.241642 -0.6 -0.7 -0.8
C 13.299599 14.820266 21.169851 1.0 1.1 0.0
C 12.023133 15.450787 20.596001 -1.1 -0.3 0.5
C 11.167314 14.393538 19.934218 0.0 -1.0 -1.3
N 10.617889 13.513820 19.374738 1.6 2.1 1.2
H 14.020258 13.115368 22.094424 0.0 -0.1 0.7
H 12.271554 13.091082 22.053268 0.4 0.3 -0.1
H 13.027959 14.086843 23.266925 0.3 0.3 0.0
H 13.862693 14.401516 20.332790 0.0 0.0 0.0
H 13.960603 15.660052 21.549276 -0.9 -0.8 -0.4
H 12.190858 16.349355 19.962325 -0.2 -0.8 -0.1
H 11.409320 15.821256 21.423611 -0.1 0.0 0.0